1.
DFT (ωB97M-V/def2-TZVPD) results for 2 unconnected molecules or ions with the total composition C15H32FNO5P2 in a non-equilibrium geometry.

Results
max |F|: 2.13 eV/A
Kohn-Sham gap: 0.086 hartree
energy: -1804.26689 Ha
total charge: -2
LUMO level: 4.18 eV

Geometry (Å):
1 C -1.101 1.569 4.618
2 C -1.072 0.055 4.440
3 C -2.395 -0.522 3.905
4 C -2.166 -1.591 2.824
5 C -1.842 -0.882 1.508
6 C -1.267 -1.790 0.416
7 C 0.260 -1.908 0.468
8 C 1.075 -0.663 -0.017
9 C 1.620 0.065 1.248
10 C 2.983 0.706 1.104
11 F 0.741 1.087 1.602
12 C 2.216 -1.174 -0.932
13 C 1.681 -1.596 -2.330
14 C 1.142 -0.299 -2.976
15 P 0.854 -0.396 -4.786
16 C -0.582 0.728 -5.027
17 O 0.256 -1.971 -4.925
18 N -0.054 0.045 -2.186
19 C 0.263 0.338 -0.812
20 H -1.207 2.081 3.661
21 H -1.919 1.886 5.271
22 H -0.174 1.920 5.073
23 H -0.787 -0.414 5.385
24 H -0.285 -0.165 3.713
25 H -2.936 0.305 3.440
26 H -2.995 -0.913 4.731
27 H -1.355 -2.254 3.139
28 H -3.108 -2.135 2.708
29 H -1.203 -0.023 1.713
30 H -2.782 -0.465 1.136
31 H -1.673 -2.797 0.572
32 H -1.656 -1.466 -0.550
33 H 0.519 -2.158 1.500
34 H 0.532 -2.798 -0.110
35 H 1.622 -0.606 2.113
36 H 3.202 1.339 1.960
37 H 3.753 -0.070 1.042
38 H 3.031 1.306 0.192
39 H 2.715 -2.035 -0.479
40 H 2.914 -0.371 -1.160
41 H 2.496 -1.978 -2.946
42 H 0.883 -2.339 -2.274
43 H 1.905 0.469 -2.825
44 H -1.518 0.183 -4.882
45 H -0.511 1.123 -6.037
46 H -0.541 1.582 -4.331
47 H -0.314 -1.979 -5.702
48 H -0.769 -0.668 -2.333
49 H -0.476 1.001 -2.509
50 H 0.833 1.278 -0.957
51 H -0.674 0.635 -0.355
52 O -0.209 4.235 -0.132
53 P -0.019 3.796 -1.606
54 O -0.331 4.940 -2.592
55 O -1.006 2.566 -1.904
56 O 1.435 3.186 -1.810

Cartesian forces (eV/Å) of the 6 atoms listed first:
0.058 0.049 0.172
-0.026 0.230 -0.185
0.509 0.026 0.023
-0.300 0.754 0.191
-0.390 -0.143 -0.123
-0.012 -0.119 0.542

Results of the natural (NBO) charge analysis, in e, for atoms 1 through 2: C -0.61; C -0.40

=====

2.
DFT (ωB97M-V/def2-TZVPD) results for 2 unconnected molecules or ions with the total composition C5H10O2 in a non-equilibrium geometry.

Results
max |F|: 2.63 eV/A
Kohn-Sham gap: 0.318 hartree
energy: -346.89650 Ha
ΔE to the lowest compared entry with this formula, charge and spin: 338.5 kJ/mol
total charge: 0
SMILES: C=C(O)/C=C/C.O
LUMO level: 0.67 eV

Geometry (Å):
1 C -2.518 -0.200 1.554
2 C -1.264 0.356 1.562
3 O -0.489 0.466 2.681
4 C -0.679 0.601 0.259
5 C 0.233 1.520 -0.131
6 C 0.164 2.202 -1.434
7 H -3.174 0.015 2.391
8 H -2.752 -0.990 0.854
9 H -1.152 0.395 3.385
10 H -1.258 0.127 -0.533
11 H 0.739 2.025 0.699
12 H -0.261 1.551 -2.216
13 H -0.587 3.002 -1.522
14 H 1.070 2.610 -1.859
15 O 3.648 -4.815 -1.943
16 H 3.702 -3.863 -1.911
17 H 4.578 -5.002 -1.837

Cartesian forces (eV/Å) of the 6 atoms listed first:
0.950 0.829 1.031
0.038 -2.547 -0.659
-1.198 1.636 -0.240
0.769 0.331 -1.352
-1.197 0.221 2.179
-0.683 -0.369 -2.072

Results of the natural (NBO) charge analysis, in e, for atoms 1 through 2: C -0.57; C 0.33

=====

3.
DFT (ωB97M-V/def2-TZVPD) results for 2 unconnected molecules or ions with the total composition C4H12N2O in a non-equilibrium geometry.

Results
max |F|: 1.19 eV/A
Kohn-Sham gap: 0.307 hartree
energy: -344.34661 Ha
ΔE to the lowest compared entry with this formula, charge and spin: 100.9 kJ/mol
total charge: 0
SMILES: CC/C(N)=C/N.O
LUMO level: 0.84 eV

Geometry (Å):
1 C 1.839 -0.813 -0.948
2 C 1.631 -0.189 0.442
3 C 0.231 0.233 0.728
4 N -0.253 1.359 0.000
5 C -0.583 -0.499 1.496
6 N -1.932 -0.219 1.699
7 H 2.856 -1.169 -1.091
8 H 1.515 -0.128 -1.728
9 H 1.195 -1.696 -1.038
10 H 2.327 0.658 0.526
11 H 1.912 -0.919 1.193
12 H -1.065 1.820 0.381
13 H 0.491 2.019 -0.134
14 H -0.163 -1.359 1.955
15 H -2.457 -0.948 2.153
16 H -2.462 0.109 0.908
17 O -1.535 0.366 -2.445
18 H -2.438 0.693 -2.479
19 H -1.109 0.683 -1.621

Cartesian forces (eV/Å) of the 6 atoms listed first:
-0.838 -0.459 0.330
0.486 0.054 -0.354
-0.694 -0.086 0.177
0.190 -0.439 -0.211
0.470 0.580 -0.922
-0.665 0.120 0.452

Results of the natural (NBO) charge analysis, in e, for atoms 1 through 2: C -0.60; C -0.42